[1]
Below is a molecular structure, C19H26IN6OPS8V, with properties calculated with ωB97M-V/def2-TZVPD.

Summary:
- Frontier orbital gap (spin up / spin down): 5.2 / 5.2 eV
- Expectation value of S²: 2.0443

```
! RIJCOSX wB97M-V def2-TZVPD def2/J DEFGRID3
* xyz -1 3
V -2.364 -1.354 1.007
S -1.267 -1.984 -0.930
S -1.971 -0.899 -2.563
S -0.382 0.263 -3.172
S -4.219 -0.164 0.005
S -3.368 -3.389 1.477
S -4.767 -2.775 2.866
S -6.286 -1.926 1.786
S -5.649 0.004 1.488
C 2.012 -3.486 -3.257
C 2.758 -2.968 -2.060
C 3.648 -3.769 -1.360
C 4.297 -3.301 -0.226
C 4.079 -2.006 0.212
N 4.735 -1.570 1.398
C 4.263 -0.756 2.399
O 5.030 -0.080 3.068
N 2.906 -0.715 2.647
C 1.927 -1.710 2.418
C 2.161 -3.064 2.606
C 1.128 -3.947 2.356
C -0.109 -3.455 1.971
N -0.343 -2.151 1.816
C 0.665 -1.305 2.012
C 3.228 -1.174 -0.506
C 2.560 -1.656 -1.617
H 2.228 -4.541 -3.429
H 2.277 -2.924 -4.154
H 0.938 -3.364 -3.116
H 3.820 -4.788 -1.688
H 4.954 -3.952 0.340
H 5.742 -1.572 1.387
H 2.679 -0.009 3.330
H 3.135 -3.409 2.927
H 1.266 -5.013 2.469
H -0.944 -4.116 1.787
H 0.460 -0.256 1.844
H 3.068 -0.156 -0.173
H 1.865 -1.017 -2.149
C -1.194 4.903 -0.010
N -2.446 4.136 0.386
C -3.448 4.239 -0.758
N -2.883 3.770 -1.968
C -1.664 4.501 -2.285
N -0.655 4.417 -1.229
C -0.114 3.046 -1.109
P -1.381 1.720 -0.751
C -2.119 2.694 0.687
C -2.670 2.309 -1.964
H -0.483 4.789 0.809
H -1.493 5.949 -0.110
H -2.851 4.562 1.220
H -3.715 5.296 -0.832
H -4.313 3.641 -0.471
H -1.915 5.556 -2.440
H -1.243 4.092 -3.201
H 0.643 3.043 -0.319
H 0.376 2.781 -2.044
H -1.444 2.690 1.543
H -3.042 2.203 0.996
H -3.610 1.812 -1.723
H -2.349 1.989 -2.953
I -2.148 0.311 3.311
*
```

[2]
Below is a single C5H6O molecule in a non-equilibrium geometry, with properties calculated with ωB97M-V/def2-TZVPD.

Summary:
- Frontier orbital gap: 10.6 eV
- SMILES string: CC#CC(C)=O

```
! RIJCOSX wB97M-V def2-TZVPD def2/J DEFGRID3
* xyz 0 1
C -0.297 -0.066 -1.262
C 0.407 0.106 -0.287
C 1.361 0.106 0.873
C -1.232 -0.119 -2.332
C 0.619 0.077 2.182
O 2.576 -0.078 0.783
H -2.000 0.677 -2.180
H -1.803 -1.073 -2.156
H -0.867 0.024 -3.330
H 1.246 -0.329 2.959
H -0.330 -0.477 2.143
H 0.318 1.151 2.608
*
```

[3]
Below is a gas-phase ion, C9H11N2S2 (charge +1) in a non-equilibrium geometry, with properties calculated with ωB97M-V/def2-TZVPD.

Summary:
- Frontier orbital gap: 6.6 eV

```
! RIJCOSX wB97M-V def2-TZVPD def2/J DEFGRID3
* xyz 1 1
C 0.461 -1.783 0.036
C 0.607 1.540 -1.742
C 0.770 2.382 -0.633
C 1.416 0.464 -1.649
C 1.838 1.959 0.100
C 3.212 -0.052 -0.103
C -0.916 -1.195 1.989
C -1.772 -0.992 -0.421
C -0.664 -1.326 0.545
N 1.489 -2.313 -0.352
N 2.238 0.752 -0.442
S 3.079 -1.870 -0.565
S 4.507 0.466 0.959
H -0.284 1.573 -2.353
H 0.224 3.230 -0.480
H 1.743 -0.288 -2.273
H 2.422 2.444 0.792
H 0.073 -1.263 2.602
H -1.707 -0.456 2.136
H -1.479 -2.176 2.330
H -1.341 -0.761 -1.527
H -2.173 -0.006 -0.044
H -2.665 -1.645 -0.391
H 5.208 -0.639 1.054
*
```

[4]
Below is a molecular structure, C14H32BeO18S4 in a non-equilibrium geometry, with properties calculated with ωB97M-V/def2-TZVPD.

Summary:
- Frontier orbital gap: 2.5 eV

```
! RIJCOSX wB97M-V def2-TZVPD def2/J DEFGRID3
* xyz -2 1
Be -0.330 -1.913 -0.212
C -1.947 -4.100 -1.278
O -2.557 -3.313 -0.444
O -0.965 -3.640 -1.973
O -2.129 -5.355 -1.227
C 0.814 -4.019 1.266
O -0.124 -3.330 1.813
O 1.465 -3.527 0.254
O 0.683 -5.306 1.245
O 1.391 1.534 -1.176
S 0.023 1.553 -1.637
O -0.931 0.537 -1.245
O -0.582 3.020 -1.582
C -1.027 3.633 -0.309
C 0.149 4.511 0.150
C 0.129 1.392 -3.459
H -1.257 2.876 0.441
H -1.901 4.204 -0.609
H -0.392 5.202 0.802
H 0.647 4.908 -0.733
H 0.916 4.080 0.792
H -0.687 0.810 -3.876
H 1.158 1.178 -3.737
H 0.013 2.419 -3.818
O 2.358 -3.797 -2.429
S 2.211 -2.443 -2.794
O 1.233 -1.549 -2.183
O 3.741 -1.769 -2.672
C 3.742 -0.344 -2.604
C 5.027 0.133 -3.332
C 2.010 -2.287 -4.638
H 3.456 -0.027 -1.604
H 3.015 0.073 -3.308
H 5.122 1.218 -3.261
H 4.990 -0.077 -4.399
H 5.851 -0.319 -2.779
H 1.461 -1.439 -5.042
H 1.691 -3.224 -5.093
H 2.998 -2.193 -5.096
O -1.940 -0.919 1.286
S -3.081 -0.397 1.942
O -3.127 0.049 3.333
O -3.590 0.893 1.068
C -4.586 1.754 1.534
C -5.578 2.302 0.533
C -4.509 -1.563 1.537
H -4.201 2.663 2.003
H -5.249 1.260 2.251
H -6.440 2.835 0.931
H -5.984 1.557 -0.154
H -5.005 3.035 -0.043
H -5.224 -1.045 0.899
H -5.111 -1.915 2.373
H -4.032 -2.391 1.002
O 1.024 -0.243 1.172
S 1.646 0.664 2.062
O 1.046 1.954 2.342
O 1.901 -0.169 3.478
C 0.705 -0.369 4.287
C 1.206 -0.577 5.702
C 3.436 0.969 1.547
H 0.115 -1.149 3.799
H -0.048 0.423 4.338
H 1.276 0.342 6.284
H 2.139 -1.130 5.587
H 0.606 -1.225 6.343
H 4.141 0.870 2.369
H 3.450 2.001 1.206
H 3.551 0.207 0.779
*
```

[5]
Below is 2 unconnected molecules or ions with the total composition C2H5NOS in a non-equilibrium geometry, with properties calculated with ωB97M-V/def2-TZVPD.

Summary:
- Frontier orbital gap: 6.9 eV

```
! RIJCOSX wB97M-V def2-TZVPD def2/J DEFGRID3
* xyz 0 1
C 1.492 -0.627 -0.098
C -0.714 0.006 -0.087
H 2.441 -0.117 -0.528
H 1.738 -1.246 0.818
H 1.252 -1.336 -0.854
H -1.125 2.079 0.236
H -2.649 1.009 1.185
N -1.539 1.116 -0.444
O 0.527 0.487 -0.077
S -1.423 -1.372 -0.152
*
```

[6]
Below is a single C5H13N3 molecule in a non-equilibrium geometry, with properties calculated with ωB97M-V/def2-TZVPD.

Summary:
- Frontier orbital gap: 9.4 eV
- SMILES string: C[C@H](N)C/C(N)=C/N

```
! RIJCOSX wB97M-V def2-TZVPD def2/J DEFGRID3
* xyz 0 1
C 2.476 -0.854 -1.038
C 1.389 -0.329 -0.126
C -0.011 -0.545 -0.766
C -1.042 0.440 -0.251
C -1.667 0.300 0.909
N -2.744 1.156 1.328
N -1.405 1.515 -1.161
N 1.520 -0.966 1.189
H 3.461 -0.548 -0.669
H 2.399 -0.454 -2.051
H 2.476 -1.941 -1.085
H 1.465 0.744 0.033
H -0.387 -1.567 -0.702
H 0.128 -0.265 -1.816
H -1.482 -0.509 1.599
H -2.441 2.053 1.676
H -3.343 0.694 1.992
H -0.991 2.372 -0.800
H -2.404 1.668 -1.022
H 1.987 -1.863 1.136
H 0.618 -1.099 1.624
*
```